Molecular formula: C5H3LiO3
Method: DFT, ωB97M-V with the def2-TZVPD basis set

Last column: Mulliken charge in e.
Atoms and positions in Å:
C -0.928 0.877 1.079  -0.5445
C -1.523 -0.116 1.621  0.8484
O -2.103 -0.966 2.197  -0.3613
C 0.101 1.576 0.309  -0.3843
C 0.631 0.519 -0.625  0.1558
O 1.606 -0.156 -0.334  -0.6635
C -0.847 -2.452 -1.242  0.1035
O 0.282 -2.346 -1.281  -0.1163
Li 2.186 -1.659 -0.879  0.9398
H -0.358 2.407 -0.252  0.3112
H 0.891 1.967 0.969  0.2795
H 0.063 0.349 -1.561  0.4318

Kohn-Sham gap (alpha / beta), eV: 9.104 / 7.121
2S+1: 2
LUMO (alpha / beta), eV: -4.2 / -5.8
Total energy, hartree: -425.2624
Relative energy (zero: lowest compared OMol25 entry of this formula, charge and spin), eV: 0.000
HOMO energy (alpha / beta), eV: -13.35 / -12.90
Charge: +1